# 1
Here is an isolated molecule of C4H8N2O3 from the Open Molecules 2025 dataset. Energies are from ωB97M-V with the def2-TZVPD basis set.

CARTESIAN COORDINATES (ANGSTROEM)
C -1.380 -2.199 -0.090
N -1.192 -0.766 -0.049
C -0.648 -0.090 -1.223
C 0.113 -0.241 0.098
O 1.235 -1.002 0.126
N 0.189 0.950 0.920
C 1.181 1.817 0.611
O 2.241 1.473 0.110
O 0.962 3.044 1.091
H -2.320 -2.391 -0.596
H -1.444 -2.562 0.935
H -0.566 -2.724 -0.604
H -0.298 -0.712 -2.044
H -1.141 0.831 -1.498
H 2.008 -0.335 0.009
H -0.680 1.311 1.282
H 1.739 3.597 0.923

Properties
Charge   0
DFT total energy   -13399.9931 eV

# 2
Here is a cluster of 2 separate species, C4H12S4 in total from the Open Molecules 2025 dataset. Energies are from ωB97M-V with the def2-TZVPD basis set.

CARTESIAN COORDINATES (ANGSTROEM)
C -0.171 -0.513 -1.811
C -1.357 -1.233 -1.203
S -1.590 -0.712 0.532
S -3.422 -1.531 0.921
H 0.733 -0.632 -1.217
H -0.364 0.551 -1.929
H 0.080 -0.917 -2.789
H -1.191 -2.303 -1.209
H -2.279 -1.020 -1.728
H -4.199 -0.475 0.641
C 0.477 2.362 0.158
S 2.210 1.785 0.118
S 2.451 1.054 2.011
C 2.075 -0.716 1.803
H -0.199 1.554 0.396
H 0.424 3.153 0.895
H 0.240 2.752 -0.832
H 2.680 -1.116 0.993
H 2.361 -1.190 2.742
H 1.041 -0.850 1.510

Properties
Charge   0
DFT total energy   -47683.7891 eV

# 3
Here is a cluster of 2 separate species, CH3O3 in total from the Open Molecules 2025 dataset. Energies are from ωB97M-V with the def2-TZVPD basis set.

CARTESIAN COORDINATES (ANGSTROEM)
C -1.455 -0.267 -0.096
O 1.818 -0.057 0.359
O -0.783 -0.678 -0.989
O 1.329 0.315 -0.708
H -2.017 -0.624 0.852
H 2.758 0.388 0.753
H -1.651 0.923 -0.171

Properties
Charge   +1
DFT total energy   -7211.7779 eV

# 4
Here is a structure of composition C5H8IN2S from the Open Molecules 2025 dataset. Energies are from ωB97M-V with the def2-TZVPD basis set.

CARTESIAN COORDINATES (ANGSTROEM)
C 0.456 1.309 -1.087
C 0.177 0.068 -1.481
C -0.382 2.109 -0.206
C -1.505 1.334 0.523
C -2.195 0.331 -0.287
N -0.109 3.309 -0.016
N 0.731 -2.744 0.077
S -1.344 -0.771 -1.230
I -4.265 0.117 -0.179
H 1.343 1.809 -1.451
H 0.839 -0.505 -2.111
H -0.941 0.813 1.310
H -2.198 2.027 1.004
H -0.681 3.887 0.586
H 0.124 -3.555 0.116
H 1.043 -2.551 1.021
H 1.551 -3.019 -0.456

Properties
Charge   +1
DFT total energy   -27222.2388 eV

# 5
Here is a cluster of 2 separate species, C3H10N2S in total from the Open Molecules 2025 dataset. Energies are from ωB97M-V with the def2-TZVPD basis set.

CARTESIAN COORDINATES (ANGSTROEM)
H 1.679 0.192 0.150
N 2.186 -0.493 0.807
C 2.660 -1.474 0.149
N 3.021 -2.640 0.838
H 2.727 -1.480 -0.931
H 2.628 -2.792 1.751
H 3.163 -3.447 0.261
C -2.411 1.199 -1.208
C -1.673 1.876 -0.080
S -0.751 0.743 1.048
H -3.147 0.402 -0.901
H -1.795 0.664 -1.954
H -3.019 1.894 -1.851
H -2.456 2.352 0.565
H -0.973 2.694 -0.332
H -1.838 0.310 1.687

Properties
Charge   0
DFT total energy   -17087.8690 eV

# 6
Here is an isolated molecule of C7H5IOS from the Open Molecules 2025 dataset. Energies are from ωB97M-V with the def2-TZVPD basis set.

CARTESIAN COORDINATES (ANGSTROEM)
C -2.131 -0.264 0.670
C -3.322 -0.058 0.575
C 2.383 0.773 -0.745
C 1.239 -0.014 -0.913
C 2.388 1.359 0.451
C 0.367 0.051 0.160
C -0.757 -0.897 0.434
O -0.923 -1.779 -0.617
S 1.074 0.975 1.457
I -5.095 0.830 0.309
H 3.150 0.970 -1.541
H 0.873 -0.576 -1.774
H 3.105 2.143 0.600
H -0.603 -1.434 1.463
H -1.747 -2.079 -0.528

Properties
Charge   0
⟨S²⟩   2.0141
DFT total energy   -28316.2054 eV
Multiplicity   3

# 7
Here is a cluster of 2 separate species, CH3ClIN in total from the Open Molecules 2025 dataset. Energies are from ωB97M-V with the def2-TZVPD basis set.

CARTESIAN COORDINATES (ANGSTROEM)
C 1.322 0.225 -0.079
N 0.506 -0.713 -0.162
Cl 1.279 -2.286 -0.006
H 2.480 0.222 -0.109
H 0.790 1.143 -0.266
I -3.872 0.573 -0.043
H -2.505 0.837 0.665

Properties
Charge   0
DFT total energy   -23196.8448 eV

# 8
Here is a structure of composition C9H10NO6Pb from the Open Molecules 2025 dataset. Energies are from ωB97M-V with the def2-TZVPD basis set.

CARTESIAN COORDINATES (ANGSTROEM)
O -1.516 -2.925 -2.091
C -0.821 -1.983 -2.052
Pb 0.259 -0.184 -1.990
O 2.573 -1.807 -0.156
C 1.798 -1.270 -0.848
C 1.560 1.417 -2.127
O 2.235 2.373 -2.188
C -1.069 0.706 -3.436
O -0.761 1.827 -3.897
C 1.276 -0.942 -3.876
O 1.724 -1.308 -4.870
H -1.938 0.056 -3.564
C -0.336 0.262 3.468
N 0.041 -0.005 2.095
C 1.235 -0.842 1.949
C -0.712 0.514 1.136
C -1.894 1.344 1.277
O -0.443 0.309 -0.105
H 0.345 -0.212 4.177
H -1.332 -0.139 3.659
H -0.301 1.336 3.655
H 0.974 -1.794 1.484
H 2.035 -0.277 1.467
H 1.655 -1.125 2.926
H -1.733 2.307 0.788
H -2.748 0.857 0.803
H -2.105 1.503 2.315

Properties
Charge   +1
DFT total energy   -28499.7474 eV

# 9
Here is a structure of composition C6H13N2 from the Open Molecules 2025 dataset. Energies are from ωB97M-V with the def2-TZVPD basis set.

CARTESIAN COORDINATES (ANGSTROEM)
C -0.467 -1.542 -0.159
C 1.801 -0.923 0.247
C -0.341 0.396 0.021
C 2.910 0.034 0.503
C 0.046 1.771 -0.404
C -2.670 -0.216 0.235
N 0.554 -0.576 0.144
N -1.387 -0.470 -0.529
H -0.364 -2.105 -1.019
H -0.821 -2.074 0.657
H 1.859 -1.933 -0.090
H 2.405 0.978 0.725
H 3.557 0.182 -0.224
H 3.365 -0.114 1.522
H 0.226 1.893 -1.505
H 0.864 2.090 0.200
H -0.857 2.526 -0.272
H -3.004 0.783 0.134
H -3.493 -0.735 -0.134
H -2.434 -0.390 1.216
H -1.528 -0.215 -1.577

Properties
Charge   +1
DFT total energy   -9402.0883 eV

# 10
Here is the ion C5H11N2O with charge +1 from the Open Molecules 2025 dataset. Energies are from ωB97M-V with the def2-TZVPD basis set.

CARTESIAN COORDINATES (ANGSTROEM)
C -0.527 -1.922 -0.255
C -0.274 -1.118 0.728
C 0.112 -1.356 2.234
N -0.628 0.408 0.397
O -1.386 0.995 1.116
N -0.004 0.925 -0.604
C -0.486 2.165 -1.120
C 1.129 0.387 -1.201
H -0.765 -1.742 -1.391
H -0.299 -2.914 -0.073
H 0.352 -2.369 2.647
H -0.681 -0.850 2.984
H 0.980 -0.726 2.371
H 0.336 2.874 -0.971
H -0.752 1.846 -2.054
H -1.349 2.589 -0.673
H 1.586 -0.455 -0.535
H 0.901 -0.019 -2.242
H 1.754 1.282 -1.357

Properties
Charge   +1
DFT total energy   -10379.4224 eV

# 11
Here is a structure of composition C9H15IN4PtS2 from the Open Molecules 2025 dataset. Energies are from ωB97M-V with the def2-TZVPD basis set.

CARTESIAN COORDINATES (ANGSTROEM)
C -2.045 0.555 -3.467
C -2.142 -0.881 -3.323
H -3.019 1.011 -3.637
H -1.298 1.050 -4.111
H -1.590 0.771 -2.443
H -1.911 -0.903 -2.215
H -3.162 -1.201 -3.414
H -1.431 -1.480 -3.887
Pt 0.166 0.078 0.039
C 1.589 0.289 -1.292
H 2.133 -0.661 -1.338
H 2.220 1.065 -0.843
H 1.308 0.603 -2.309
I -2.522 0.048 0.592
N -0.542 2.964 0.415
C 0.091 2.479 1.508
N 0.506 1.207 1.537
C 1.049 0.685 2.695
C 1.146 1.710 3.616
S 0.585 3.199 2.981
C 1.269 -0.702 2.561
C 1.660 -1.784 3.333
S 1.581 -3.248 2.443
C 0.911 -2.471 1.067
N 0.852 -1.160 1.325
N 0.455 -2.993 -0.093
H -0.760 3.949 0.436
H -1.233 2.343 -0.043
H 1.552 1.600 4.597
H 1.907 -1.720 4.366
H 0.566 -3.983 -0.219
H 0.109 -2.420 -0.873

Properties
Charge   +2
⟨S²⟩   6.0498
DFT total energy   -48533.1467 eV
Multiplicity   5

# 12
Here is a cluster of 10 separate species, C17H54O10 in total from the Open Molecules 2025 dataset. Energies are from ωB97M-V with the def2-TZVPD basis set.

CARTESIAN COORDINATES (ANGSTROEM)
C -2.653 3.173 -0.855
C -1.286 3.681 -0.432
C -1.193 5.195 -0.528
O -0.960 3.221 0.862
H -3.489 3.596 -0.298
H -2.795 2.119 -0.616
H -2.821 3.364 -1.915
H -0.443 3.223 -0.948
H -0.310 5.556 -0.001
H -1.959 5.881 -0.168
H -1.041 5.309 -1.602
H -1.795 3.046 1.302
C -0.215 -3.592 -1.684
C 1.338 -3.835 -1.380
C 1.861 -4.669 -2.634
O 2.122 -2.671 -1.481
H -0.901 -4.408 -1.460
H -0.432 -3.293 -2.710
H -0.685 -2.734 -1.202
H 1.636 -4.272 -0.426
H 2.936 -4.838 -2.571
H 1.549 -4.123 -3.525
H 1.215 -5.547 -2.677
H 1.982 -2.213 -2.313
C 4.995 -0.795 -0.483
C 3.903 -0.331 0.509
O 2.975 -1.380 0.804
H 5.761 -0.053 -0.704
H 4.429 -0.790 -1.414
H 5.462 -1.748 -0.234
H 3.394 0.547 0.114
H 4.351 -0.099 1.476
H 2.909 -1.913 0.008
C -1.455 -0.477 -4.933
C -2.117 0.330 -3.788
O -2.806 1.499 -4.275
H -1.173 -1.437 -4.501
H -0.544 -0.015 -5.314
H -2.088 -0.657 -5.802
H -1.328 0.557 -3.072
H -2.948 -0.198 -3.320
H -3.541 1.213 -4.822
C 1.352 2.193 3.430
C 1.997 2.684 2.109
O 1.635 4.002 1.633
H 1.622 1.172 3.699
H 0.266 2.101 3.439
H 1.646 2.806 4.282
H 1.779 1.983 1.304
H 3.072 2.667 2.290
H 0.716 3.936 1.365
C 1.947 2.811 -2.287
O 1.022 2.652 -3.320
H 2.883 2.502 -2.753
H 2.059 3.812 -1.870
H 1.623 2.320 -1.370
H 1.148 3.364 -3.951
C -3.791 -1.785 2.187
O -4.152 -3.144 2.370
H -4.478 -1.033 1.799
H -3.468 -1.491 3.186
H -2.963 -1.651 1.491
H -4.496 -3.531 1.561
C -0.711 -3.702 3.199
O 0.255 -3.605 2.276
H -0.790 -4.787 3.130
H -0.446 -3.537 4.243
H -1.663 -3.221 2.976
H 0.072 -2.855 1.706
C -0.697 -0.133 0.158
O 0.002 -1.156 0.871
H -0.152 0.810 0.112
H -1.112 -0.600 -0.735
H -1.545 0.089 0.805
H 0.942 -1.150 0.675
C -1.316 -0.219 4.625
O -1.357 1.145 4.938
H -1.781 -1.001 5.225
H -1.674 -0.440 3.619
H -0.297 -0.577 4.773
H -0.989 1.152 5.825

Properties
Charge   +1
⟨S²⟩   0.7540
DFT total energy   -38965.1031 eV
Multiplicity   2

# 13
Here is an isolated molecule of C2H2BrFO from the Open Molecules 2025 dataset. Energies are from ωB97M-V with the def2-TZVPD basis set.

CARTESIAN COORDINATES (ANGSTROEM)
O 0.082 0.723 -1.596
C 0.189 -0.441 -1.480
C -0.390 -1.256 -0.370
F -0.629 -2.409 -0.874
Br -2.121 -0.621 0.399
H 0.685 -1.081 -2.193
H 0.166 -1.508 0.457

Properties
Charge   0
DFT total energy   -76912.4864 eV

# 14
Here is a structure of composition C29H78Be2F6N7O10P from the Open Molecules 2025 dataset. Energies are from ωB97M-V with the def2-TZVPD basis set.

CARTESIAN COORDINATES (ANGSTROEM)
Be -22.135 -15.628 23.273
Be -26.940 -17.077 23.452
P -22.171 -19.163 22.102
F -22.997 -20.518 22.533
F -23.332 -18.925 20.964
F -22.977 -18.240 23.193
F -21.425 -17.782 21.591
F -20.962 -19.396 23.195
F -21.248 -20.065 21.071
O -24.325 -14.121 25.286
C -24.908 -15.275 25.087
O -26.113 -15.368 25.180
O -24.308 -16.275 24.618
H -25.103 -13.615 25.531
C -24.017 -9.907 26.128
C -24.767 -10.695 27.213
C -26.273 -11.132 26.891
O -26.400 -11.942 25.723
C -27.715 -12.471 25.499
N -23.967 -11.884 27.382
H -23.786 -10.460 25.218
H -23.107 -9.446 26.511
H -24.569 -9.026 25.799
H -24.764 -10.003 28.055
H -26.835 -10.202 26.801
H -26.724 -11.540 27.796
H -28.386 -11.613 25.476
H -27.992 -13.110 26.338
H -27.803 -13.076 24.596
H -24.600 -12.542 27.814
H -23.834 -12.315 26.478
C -25.901 -21.578 23.179
C -26.403 -20.220 23.562
C -26.241 -20.080 25.090
O -26.579 -18.719 25.385
C -26.447 -18.445 26.838
N -25.678 -19.252 22.772
H -26.304 -22.355 23.828
H -24.820 -21.672 23.284
H -26.261 -21.848 22.187
H -27.432 -20.256 23.204
H -25.204 -20.203 25.403
H -26.832 -20.849 25.587
H -25.473 -18.785 27.190
H -27.168 -19.065 27.371
H -26.691 -17.435 27.168
H -25.803 -19.557 21.817
H -24.699 -19.500 22.760
C -19.577 -15.090 30.187
C -20.682 -16.020 30.838
C -21.479 -16.886 29.876
O -22.341 -16.037 29.062
C -23.117 -16.807 28.205
N -19.906 -16.855 31.779
H -20.016 -14.289 29.592
H -18.947 -15.755 29.596
H -19.073 -14.529 30.974
H -21.339 -15.499 31.535
H -22.055 -17.646 30.404
H -20.799 -17.483 29.268
H -23.973 -17.285 28.681
H -22.425 -17.532 27.777
H -23.401 -16.111 27.415
H -20.457 -17.670 32.007
H -19.629 -16.302 32.577
C -19.216 -18.065 26.106
C -20.284 -17.107 25.582
C -20.236 -15.636 26.100
O -21.208 -14.811 25.459
C -20.998 -13.380 25.779
N -20.102 -17.020 24.154
H -19.197 -19.016 25.574
H -19.424 -18.188 27.169
H -18.208 -17.651 26.079
H -21.273 -17.468 25.866
H -19.213 -15.259 26.138
H -20.480 -15.641 27.162
H -21.721 -12.779 25.227
H -20.013 -12.976 25.543
H -21.155 -13.161 26.835
H -20.297 -17.935 23.773
H -19.104 -16.870 24.130
C -25.044 -12.763 32.568
C -24.937 -13.582 31.256
C -25.700 -12.922 30.112
O -25.639 -13.556 28.832
C -26.275 -14.790 28.870
N -23.499 -13.762 30.925
H -26.070 -12.467 32.784
H -24.418 -11.874 32.642
H -24.695 -13.458 33.332
H -25.423 -14.553 31.343
H -25.337 -11.902 29.984
H -26.734 -12.870 30.453
H -25.807 -15.440 29.609
H -26.216 -15.292 27.904
H -27.331 -14.697 29.127
H -23.368 -14.329 30.099
H -23.053 -12.888 30.686
C -29.482 -15.897 25.954
C -29.993 -16.408 24.634
C -29.877 -15.417 23.461
O -28.476 -15.211 23.076
C -28.285 -14.243 22.031
N -29.299 -17.676 24.269
H -30.064 -15.024 26.248
H -28.447 -15.556 25.949
H -29.560 -16.675 26.714
H -31.063 -16.603 24.709
H -30.305 -14.439 23.681
H -30.434 -15.796 22.604
H -27.240 -13.939 21.974
H -28.972 -13.405 22.148
H -28.468 -14.816 21.122
H -29.855 -18.096 23.537
H -29.637 -18.224 25.048
C -18.982 -12.935 21.615
C -20.183 -13.573 22.269
C -21.426 -12.651 22.040
O -22.554 -13.231 22.662
C -23.664 -12.379 22.645
N -20.323 -14.881 21.645
H -18.780 -11.907 21.916
H -19.081 -12.915 20.529
H -18.136 -13.550 21.922
H -20.077 -13.774 23.335
H -21.631 -12.570 20.973
H -21.378 -11.626 22.409
H -23.922 -11.986 21.662
H -23.408 -11.549 23.304
H -24.479 -12.996 23.023
H -19.406 -15.302 21.653
H -20.397 -14.803 20.641

Properties
Charge   +1
⟨S²⟩   0.7513
DFT total energy   -88633.3628 eV
Multiplicity   2

We obtain F_max values of 2.2 0.7 4.7 1.6 2.3 6.4 2.5 8.1 6.4 3.6 5.5 3.8 5.1 4.2 eV Å⁻¹ for the records listed above, in that order.